(1)
ORCA calculation (wB97M-V/def2-TZVPD) on a cluster of 2 separate species, C2H6BN3 in total at a distorted geometry.

As for the LUMO energy: 0.15 eV. Its multiplicity is 1. The HOMO-LUMO gap is 8.2 eV.

Positions of all 12 atoms, in Å:
B  0.68230  0.17524  -0.34861
C  -1.45613  -0.71641  1.15585
C  -1.77995  -0.25740  -0.08320
N  -1.06131  -1.07645  2.18306
N  1.04631  0.70170  -1.54030
N  1.23577  -0.19855  0.80379
H  -1.81033  0.77928  -0.11859
H  -2.11433  -0.90015  -0.80097
H  0.66234  0.65344  -2.50664
H  1.80070  1.34731  -1.55284
H  0.58804  -0.33957  1.63131
H  2.20661  -0.16843  1.17712

Cartesian forces, eV/Å:
B -2.478 -1.205 -0.113
C -0.131 -0.862 1.222
C 3.569 1.002 0.489
N -0.018 -0.064 0.715
N -0.201 0.782 -3.080
N 0.985 0.034 3.368
H -0.919 1.733 -0.505
H -0.929 -1.304 -1.853
H -0.031 -0.277 1.745
H 0.791 0.411 0.137
H 0.454 -0.259 -1.012
H -1.091 0.009 -1.113

(2)
ORCA calculation (wB97M-V/def2-TZVPD) on a structure of composition C29H32BrN5O3S7W at a distorted geometry.

As for the expectation value of S²: 2.016. As for the LUMO energy (alpha / beta): -5.42 / -5.91 eV. Its multiplicity is 3. The total charge is +2. The HOMO-LUMO gap (alpha / beta) is 7.3 / 6.8 eV.

Positions of all 78 atoms, in Å:
W  -0.44265  0.15407  0.57016
C  -0.72356  -0.31692  4.62661
C  0.74675  -0.02228  4.38865
S  1.30939  -0.19611  2.65935
C  1.79305  -1.94251  2.53381
C  0.65787  -2.94123  2.50042
S  -0.49600  -2.69438  1.09329
C  -2.05300  -3.11149  1.94782
C  -3.23895  -2.61110  1.14964
S  -3.21522  -0.81838  0.81729
C  -4.07518  -0.13806  2.27486
C  -3.31893  -0.19812  3.59152
S  -1.70469  0.62675  3.41925
H  -1.00955  0.00272  5.62821
H  -0.95516  -1.37603  4.51599
H  1.38127  -0.64783  5.01485
H  0.96024  1.02015  4.62595
H  2.45659  -2.16446  3.36963
H  2.37953  -1.97989  1.61768
H  0.07134  -2.91777  3.41695
H  1.06402  -3.94582  2.38042
H  -2.01933  -2.67296  2.94274
H  -2.09704  -4.19733  2.03495
H  -4.17149  -2.83946  1.66462
H  -3.26311  -3.07847  0.16532
H  -5.02649  -0.66275  2.35588
H  -4.27463  0.89662  1.99469
H  -3.15493  -1.22137  3.92466
H  -3.88841  0.32877  4.35649
N  -2.90028  0.92147  -5.57536
C  -2.28614  0.21832  -4.62770
N  -1.72288  -0.94781  -4.94430
N  -2.29483  0.71702  -3.40249
C  -1.74127  0.41863  -2.31537
N  -1.32295  0.28798  -1.22877
H  -3.00840  0.56023  -6.50701
H  -3.36513  1.78061  -5.33575
H  -1.68431  -1.26068  -5.89983
H  -1.17933  -1.45126  -4.25919
O  1.20260  -0.52719  -0.00690
C  1.97007  -0.81976  -1.20725
C  1.60032  -2.22567  -1.63838
C  2.27269  -3.38238  -1.40040
C  1.58313  -4.54463  -1.85571
C  0.39162  -4.25301  -2.42714
S  0.08628  -2.55752  -2.42814
C  1.80241  0.21812  -2.31558
C  1.80886  1.57286  -2.16817
C  1.85394  2.26706  -3.40809
C  1.91962  1.42712  -4.47181
S  1.91880  -0.21681  -3.97968
C  3.44238  -0.75635  -0.83720
C  4.51120  -1.07142  -1.61931
C  5.74983  -0.71715  -1.02052
C  5.59454  -0.12668  0.19103
S  3.93944  0.00777  0.62720
H  3.24153  -3.41126  -0.92166
H  1.97622  -5.54682  -1.76819
H  -0.32491  -4.92413  -2.87441
H  1.84406  2.05970  -1.20750
H  1.86659  3.34456  -3.48951
H  1.99097  1.66427  -5.52185
H  4.41916  -1.53794  -2.59047
H  6.71042  -0.88990  -1.48300
H  6.35704  0.23399  0.86249
Br  -3.52418  7.14023  0.63377
C  -1.92021  6.16158  0.79303
C  -0.69873  6.82238  0.91118
N  0.45346  6.17527  1.04332
C  0.44670  4.85432  1.05029
C  -0.72845  4.10994  0.91158
C  -1.94261  4.78361  0.78325
C  -0.66731  2.65937  0.88700
O  -1.68040  1.89513  0.85804
O  0.45608  2.03494  0.88086
H  -0.64903  7.90451  0.89023
H  1.40463  4.36149  1.17021
H  -2.86488  4.23159  0.66142

Cartesian forces, eV/Å:
W -0.508 -1.084 2.128
C -0.271 0.167 -0.169
C -0.067 0.032 -0.364
S -0.099 -0.156 0.336
C -0.157 0.224 -0.043
C -0.126 -0.052 -0.230
S -0.180 0.445 0.139
C 0.268 0.014 -0.163
C 0.138 0.332 -0.094
S 0.083 0.009 0.134
C 0.278 -0.020 -0.172
C 0.246 0.275 -0.051
S -0.046 -0.321 0.429
H 0.060 -0.083 0.050
H 0.026 -0.007 0.029
H 0.042 0.019 0.003
H 0.036 -0.017 0.063
H 0.034 0.014 -0.006
H 0.053 -0.066 0.061
H 0.005 -0.003 -0.012
H 0.010 -0.010 0.049
H -0.027 -0.013 -0.002
H -0.020 -0.002 0.062
H -0.037 -0.038 -0.058
H -0.063 -0.059 0.020
H -0.046 0.048 -0.037
H -0.061 -0.009 0.007
H -0.042 -0.008 0.012
H -0.076 -0.091 0.011
N -0.029 -0.063 -0.025
C 0.158 -0.258 -0.032
N -0.008 0.030 0.006
N -0.358 0.527 -0.076
C 0.169 -0.086 0.202
N 0.133 -0.116 -0.898
H -0.004 0.045 -0.033
H 0.026 -0.006 0.072
H 0.028 -0.025 0.005
H 0.055 0.050 -0.040
O 0.842 0.476 -0.990
C 0.246 -0.250 -0.386
C -0.274 0.276 -0.129
C -0.014 -0.092 0.078
C 0.077 -0.009 0.051
C -0.209 0.211 -0.092
S 0.288 -0.328 0.266
C -0.300 -0.079 0.243
C -0.031 -0.060 -0.040
C 0.004 0.113 0.117
C 0.046 -0.245 -0.059
S -0.187 0.083 0.023
C -0.056 0.148 0.372
C -0.088 -0.103 0.069
C 0.088 -0.018 -0.072
C -0.124 0.047 0.111
S 0.277 0.001 -0.313
H -0.020 0.028 -0.017
H -0.017 0.001 -0.009
H 0.036 -0.029 0.023
H -0.070 0.059 0.144
H -0.010 -0.020 -0.034
H -0.008 0.051 0.036
H 0.023 0.033 -0.018
H 0.002 -0.011 0.023
H 0.005 -0.008 -0.013
Br 0.151 -0.048 0.003
C -0.202 0.061 -0.039
C -0.033 -0.118 -0.009
N 0.145 0.175 0.023
C -0.137 -0.171 -0.033
C 0.091 0.296 0.071
C 0.053 -0.146 -0.010
C 0.056 0.011 0.129
O -0.067 0.244 -0.307
O -0.104 -0.231 -0.568
H -0.053 -0.003 0.031
H -0.023 -0.028 -0.022
H -0.025 0.041 0.038

(3)
ORCA calculation (wB97M-V/def2-TZVPD) on the ion CH7IN3 with charge +1 at a distorted geometry.

As for the LUMO energy: -4.50 eV. Its multiplicity is 1. The total charge is +1. The HOMO-LUMO gap is 9.5 eV.

Positions of all 12 atoms, in Å:
C  -0.16561  -0.09417  -0.14969
N  0.01217  1.18793  -0.83734
N  0.97904  -0.91542  -0.36186
N  -0.26820  0.17290  1.34273
I  -2.16228  -1.06328  -0.75305
H  -0.57197  1.26541  -1.68782
H  0.99934  1.25389  -1.10512
H  0.83053  -1.93262  -0.21763
H  1.38453  -0.76182  -1.23920
H  -0.19634  -0.74985  1.99264
H  -1.17383  0.69427  1.41751
H  0.33261  0.94275  1.59883

Cartesian forces, eV/Å:
C 0.663 -0.343 -1.977
N -0.476 -1.060 0.205
N -1.436 -1.093 1.904
N -1.967 -1.137 0.969
I 1.148 0.644 0.508
H 0.422 -0.055 0.897
H -0.416 0.271 0.097
H 0.191 1.040 -0.043
H 0.565 0.122 -1.453
H -0.270 2.929 -1.817
H 0.189 -1.177 0.465
H 1.386 -0.141 0.246

(4)
ORCA calculation (wB97M-V/def2-TZVPD) on a structure of composition C27H39HfI2N6O3S2Se2.

As for the LUMO energy: -3.24 eV. Its multiplicity is 1. The total charge is +1. The HOMO-LUMO gap is 7.1 eV.

Positions of all 82 atoms, in Å:
Hf  -0.66322  1.42603  -1.87241
C  -4.61986  1.95140  3.01240
C  -3.10576  2.02045  2.91529
N  -2.54489  0.89192  2.19801
C  -2.29066  0.81781  0.88372
S  -2.33398  2.28282  -0.07904
N  -2.02081  -0.38606  0.42641
N  -1.55365  -0.40988  -0.86973
C  -1.73138  -1.49512  -1.54984
C  -2.55332  -2.65231  -1.10082
C  -0.93473  -1.58940  -2.78423
C  -1.06604  -2.63141  -3.68328
C  -0.17860  -2.70673  -4.74975
C  0.82423  -1.76461  -4.85236
C  0.87396  -0.73164  -3.92244
N  0.00176  -0.62616  -2.92309
H  -4.99395  2.75844  3.63865
H  -4.94132  1.00820  3.45257
H  -5.07538  2.04251  2.02801
H  -2.64830  2.03189  3.90754
H  -2.79262  2.93147  2.40408
H  -2.54393  -0.01023  2.67007
H  -2.91057  -2.50339  -0.08529
H  -1.97353  -3.57327  -1.16035
H  -3.41378  -2.75994  -1.76413
H  -1.84076  -3.37044  -3.55140
H  -0.26181  -3.50492  -5.47259
H  1.56391  -1.80992  -5.63722
H  1.63744  0.03259  -3.95324
I  1.23775  2.24779  0.84943
C  0.66488  4.18949  1.48030
I  0.10945  5.53529  -0.04764
H  1.52799  4.61192  1.98035
H  -0.17298  4.08097  2.15985
O  0.33871  2.68234  -7.32602
C  -0.19583  3.65649  -6.45490
C  -0.31040  3.03167  -5.04956
C  -0.94643  4.12193  -4.18785
O  -1.07388  3.71237  -2.81978
C  -1.19546  1.77594  -5.20386
Se  -2.44164  1.24467  -3.75762
C  1.12565  2.71263  -4.61755
Se  1.59713  2.32200  -2.72748
H  0.40454  3.05486  -8.21054
H  -1.19156  3.97418  -6.78663
H  0.45444  4.53968  -6.41570
H  -1.94072  4.36401  -4.57757
H  -0.32446  5.02283  -4.21801
H  -1.68285  4.29516  -2.35170
H  -0.57279  0.91645  -5.45867
H  -1.87260  1.92380  -6.04560
H  1.75240  3.57967  -4.83811
H  1.49571  1.88718  -5.22737
C  3.65393  -1.25880  5.89776
C  3.59250  -1.61877  4.42321
C  2.64534  -0.69017  3.67561
N  2.57519  -1.00452  2.25277
C  1.51170  -1.06301  1.45652
S  1.68441  -0.82651  -0.21275
N  0.26739  -1.26450  1.98191
C  -0.15699  -1.86493  3.16742
O  -1.19838  -1.50025  3.66937
C  0.65811  -2.97689  3.71850
C  0.60950  -3.20518  5.09071
C  1.33908  -4.24618  5.63782
C  2.09411  -5.06957  4.81288
C  2.12288  -4.85620  3.44227
C  1.41151  -3.80271  2.89184
H  4.34545  -1.90751  6.43007
H  2.67546  -1.36445  6.36720
H  3.98423  -0.23067  6.04468
H  3.25592  -2.64777  4.29473
H  4.58813  -1.55341  3.97896
H  2.97611  0.35061  3.76175
H  1.64380  -0.73533  4.10468
H  3.44082  -0.90494  1.73782
H  -0.51345  -0.89144  1.41860
H  -0.00191  -2.56519  5.71008
H  1.31400  -4.42306  6.70299
H  2.65705  -5.88641  5.24043
H  2.69881  -5.50940  2.80460
H  1.42982  -3.63625  1.82430

Cartesian forces, eV/Å:
Hf -0.520 0.055 -0.723
C -0.016 0.025 0.030
C 0.110 0.141 0.045
N -0.064 -0.284 -0.252
C -0.099 0.201 0.357
S 0.193 -0.069 -0.220
N -0.002 0.022 -0.228
N -0.306 -0.267 0.004
C 0.273 0.156 0.294
C -0.007 0.075 0.110
C 0.070 -0.092 0.103
C 0.107 0.147 0.128
C -0.002 0.034 0.036
C 0.016 0.078 0.091
C -0.015 -0.145 -0.045
N -0.249 0.135 -0.182
H -0.037 0.067 0.030
H 0.007 -0.038 0.029
H -0.014 -0.008 -0.071
H -0.062 -0.023 -0.035
H -0.026 -0.018 0.053
H 0.131 0.146 0.021
H 0.037 0.004 -0.074
H 0.011 -0.019 0.036
H -0.037 -0.003 -0.036
H -0.032 -0.021 0.005
H -0.002 -0.046 -0.035
H 0.022 0.008 -0.029
H 0.023 -0.004 -0.045
I 0.142 -0.137 -0.036
C -0.078 0.047 0.144
I 0.018 0.063 -0.018
H -0.046 0.017 0.038
H 0.023 0.029 -0.044
O 0.047 -0.081 -0.109
C -0.023 0.121 0.086
C -0.104 0.105 0.074
C -0.093 0.012 -0.149
O 0.165 -0.271 0.574
C 0.008 -0.047 -0.074
Se 0.023 -0.053 0.027
C 0.157 0.055 -0.006
Se 0.403 0.089 -0.089
H 0.010 -0.033 0.016
H -0.011 0.009 0.003
H -0.050 -0.015 0.033
H 0.055 -0.050 0.018
H -0.015 -0.041 -0.004
H -0.038 -0.035 -0.038
H -0.074 0.097 0.048
H 0.041 -0.011 0.032
H -0.035 -0.070 0.001
H -0.021 0.079 0.064
C 0.008 0.017 0.050
C -0.111 0.050 -0.027
C -0.046 0.060 0.131
N 0.091 -0.021 -0.168
C 0.007 -0.014 -0.003
S 0.011 -0.049 -0.032
N -0.126 0.240 -0.193
C 0.068 0.016 0.152
O -0.111 -0.073 -0.035
C -0.130 -0.068 0.020
C 0.025 -0.101 -0.076
C -0.017 0.019 -0.024
C -0.006 -0.031 0.000
C -0.049 -0.012 0.014
C -0.069 -0.077 0.060
H 0.041 -0.041 0.028
H -0.051 -0.005 0.007
H 0.031 0.061 0.003
H 0.055 0.058 0.026
H 0.046 0.035 -0.041
H 0.040 -0.029 0.047
H 0.192 0.070 -0.009
H -0.073 0.023 0.029
H 0.119 -0.198 0.058
H -0.040 0.050 0.038
H 0.001 -0.007 0.061
H 0.035 -0.052 0.026
H 0.047 -0.051 -0.051
H -0.002 -0.007 -0.083